Entry 1:
8
Properties=species:S:1:pos:R:3:forces:R:3 method="wB97M-V/def2-TZVPD" homo_energy_ha=-0.333 relative_energy_kj_mol=152.4
O -2.087 -0.294 0.168 -0.885 0.911 -0.004
C 0.247 0.033 -0.115 2.093 -0.865 -0.431
C 1.538 -0.267 -0.140 -2.930 0.926 -2.242
C -0.964 0.470 -0.003 0.326 0.018 -0.114
H -1.952 -1.185 0.511 0.652 0.275 -0.116
H -1.003 1.574 -0.115 -1.066 -0.890 0.177
H 2.178 -0.295 -0.995 -0.205 -0.573 -0.869
H 2.042 -0.036 0.689 2.014 0.198 3.599



Entry 2:
8
Properties=species:S:1:pos:R:3:forces:R:3 method="wB97M-V/def2-TZVPD" homo_energy_ha=-0.370 relative_energy_kj_mol=5.0
O -1.364 -0.603 -0.014 -0.417 -0.384 0.134
C 0.656 0.605 0.000 0.237 -0.160 -0.009
C 1.445 -0.460 -0.001 0.288 0.272 0.157
C -0.812 0.462 0.020 -0.150 0.514 -0.337
H 2.528 -0.396 -0.023 -0.178 0.080 -0.036
H -1.404 1.412 0.003 0.203 -0.313 0.134
H 1.056 1.596 -0.040 0.175 0.500 0.005
H 1.000 -1.431 0.057 -0.158 -0.509 -0.047